107
Properties=species:S:1:pos:R:3 method="wB97M-V/def2-TZVPD" total_energy_ha=-3242.744108 homo_ha="-0.439 / -0.438" orbital_gap_ha="0.20037 / 0.19898" mol_weight_g_mol=919.04 total_charge=+2
Mo 0.25 0.13 0.52
C -5.16 3.63 -2.69
C -4.27 2.76 -3.29
C -3.52 1.88 -2.53
C -3.67 1.83 -1.13
C -4.53 2.76 -0.53
C -5.27 3.64 -1.30
C -2.82 0.89 -0.37
C -2.60 0.96 1.03
C -3.58 1.23 2.02
C -3.03 0.92 3.23
C -1.68 0.55 2.99
C -0.70 0.34 3.95
C -1.03 0.49 5.39
C -1.53 1.70 5.88
C -1.83 1.83 7.23
C -1.64 0.75 8.09
C -1.16 -0.45 7.60
C -0.84 -0.58 6.26
C 0.63 0.05 3.60
N 1.08 -0.26 2.33
C 2.46 -0.42 2.45
C 3.31 -0.89 1.44
C 4.78 -0.94 1.67
C 5.32 -1.72 2.69
C 6.70 -1.78 2.88
C 7.54 -1.05 2.05
C 7.01 -0.28 1.03
C 5.64 -0.23 0.83
C 2.82 -1.43 0.26
C 3.54 -2.34 -0.58
C 2.65 -2.91 -1.42
C 1.38 -2.30 -1.17
N 1.50 -1.37 -0.15
C 0.19 -2.62 -1.82
C -0.98 -1.91 -1.57
C -2.16 -2.01 -2.36
C -2.93 -0.94 -2.07
C -2.27 -0.22 -1.03
N -1.10 -0.87 -0.67
C 0.19 -3.66 -2.87
C 0.88 -3.46 -4.07
C 0.86 -4.43 -5.06
C 0.15 -5.61 -4.86
C -0.54 -5.81 -3.68
C -0.52 -4.85 -2.68
C 2.86 -0.14 3.79
C 1.72 0.11 4.50
N -1.45 0.53 1.62
H -5.74 4.32 -3.28
H -4.14 2.77 -4.37
H -2.79 1.25 -3.02
H -4.62 2.83 0.54
H -5.94 4.34 -0.82
H -4.61 1.49 1.85
H -3.50 0.95 4.19
H -1.67 2.53 5.21
H -2.20 2.77 7.61
H -1.88 0.86 9.14
H -1.02 -1.29 8.27
H -0.47 -1.52 5.88
H 4.67 -2.31 3.33
H 7.11 -2.40 3.66
H 8.61 -1.10 2.19
H 7.67 0.28 0.37
H 5.22 0.35 0.01
H 4.59 -2.58 -0.47
H 2.82 -3.69 -2.15
H -2.34 -2.78 -3.10
H -3.89 -0.68 -2.49
H 1.43 -2.53 -4.22
H 1.40 -4.27 -5.98
H 0.14 -6.36 -5.64
H -1.08 -6.73 -3.52
H -1.06 -5.01 -1.76
H 3.87 -0.17 4.16
H 1.64 0.34 5.55
C -1.17 1.55 -6.08
C 0.11 0.73 -6.06
S 0.80 0.52 -4.40
O -0.34 0.15 -3.50
C 1.17 2.29 -4.03
C 0.15 2.83 -3.04
H -1.63 1.49 -7.06
H -0.99 2.60 -5.86
H -1.88 1.15 -5.35
H 0.91 1.17 -6.66
H -0.06 -0.28 -6.42
H 1.19 2.87 -4.95
H 2.19 2.28 -3.62
H -0.85 2.81 -3.47
H 0.39 3.87 -2.79
H 0.12 2.22 -2.14
O 1.23 1.73 0.12
S 2.74 2.21 0.14
C 2.62 3.87 -0.55
C 3.71 4.61 0.22
C 3.49 4.29 1.70
C 3.04 2.82 1.82
H 1.62 4.24 -0.32
H 2.77 3.82 -1.63
H 3.65 5.68 0.01
H 4.70 4.28 -0.11
H 2.71 4.94 2.11
H 4.39 4.45 2.27
H 2.09 2.69 2.35
H 3.77 2.16 2.27

***

124
Properties=species:S:1:pos:R:3 method="wB97M-V/def2-TZVPD" total_energy_ha=-4481.504822 homo_ha="-0.155 / -0.154" multiplicity=2 e_above_lowest_ev=0.528 orbital_gap_ha="0.27259 / 0.17925" mol_weight_g_mol=1196.71 total_charge=-2
K -0.31 0.14 2.55
O 1.16 -3.90 7.82
C 0.84 -3.16 6.71
C -0.45 -2.68 6.47
C -0.66 -1.98 5.29
N 0.31 -1.75 4.42
C 1.53 -2.26 4.62
C 1.85 -2.99 5.75
C 2.58 -2.02 3.56
O 3.74 -2.05 4.00
O 2.12 -1.76 2.37
C -2.12 -1.51 4.97
O -3.02 -1.93 5.73
O -2.21 -0.71 3.98
H 0.39 -3.94 8.39
H -1.27 -2.91 7.16
H 2.79 -3.46 5.91
O -1.53 0.27 0.20
H -2.34 0.74 0.47
H -1.76 -0.55 -0.27
O 2.65 -0.19 0.28
H 2.74 -0.84 1.05
H 2.00 0.44 0.62
C -4.97 -0.91 -0.06
C -6.21 -1.78 -0.04
N -5.84 -3.19 -0.14
C -4.90 -3.49 0.99
C -3.59 -2.71 0.73
N -3.77 -1.72 -0.34
C -3.99 -2.44 -1.59
C -5.16 -3.45 -1.40
H -4.82 -0.35 0.88
H -5.05 -0.11 -0.80
H -6.82 -1.54 -0.92
H -6.80 -1.62 0.85
H -4.79 -4.57 0.98
H -5.40 -3.19 1.92
H -2.80 -3.37 0.38
H -3.21 -2.21 1.63
H -3.06 -2.93 -1.90
H -4.25 -1.72 -2.35
H -4.77 -4.47 -1.36
H -5.88 -3.38 -2.23
C 0.29 -1.89 -8.09
C 0.55 -1.81 -6.61
C 1.49 -2.63 -5.98
C 1.85 -2.44 -4.64
C 2.88 -3.33 -4.02
C 1.23 -1.45 -3.90
Te 1.87 -0.81 -1.92
N 2.00 -2.60 -1.11
C 0.81 -2.86 -0.58
O -0.20 -2.14 -0.65
C 0.81 -4.15 0.19
C 1.87 -5.02 0.16
C 1.91 -6.11 1.04
C 0.85 -6.34 1.88
C -0.27 -5.50 1.88
C -0.28 -4.42 1.00
C 3.96 -0.66 -2.24
C 4.85 -1.34 -1.39
C 6.21 -1.05 -1.37
C 6.69 -0.07 -2.25
C 5.83 0.56 -3.15
C 4.45 0.28 -3.14
C 3.53 1.08 -4.02
C 0.17 -0.75 -4.47
C -0.65 0.22 -3.65
C -0.14 -0.94 -5.81
H 1.01 -2.51 -8.56
H 0.38 -0.87 -8.55
H -0.71 -2.30 -8.26
H 2.05 -3.33 -6.62
H 3.34 -4.00 -4.75
H 2.49 -3.87 -3.17
H 3.69 -2.73 -3.62
H 2.71 -4.82 -0.49
H 2.76 -6.73 1.05
H 0.89 -7.13 2.63
H -1.06 -5.68 2.61
H -1.04 -3.66 0.98
H 4.46 -2.07 -0.71
H 6.93 -1.50 -0.69
H 7.75 0.21 -2.25
H 6.26 1.22 -3.87
H 4.05 1.98 -4.44
H 2.70 1.46 -3.45
H 3.15 0.47 -4.81
H -0.93 -0.15 -2.64
H -1.56 0.43 -4.19
H -0.19 1.21 -3.53
H -0.94 -0.33 -6.22
N -4.70 5.38 0.63
C -4.57 4.15 1.22
C -3.64 3.23 0.69
N -3.47 2.05 1.31
C -4.18 1.79 2.43
C -5.11 2.72 2.87
N -5.30 3.91 2.31
H -3.84 5.70 0.16
H -5.02 6.05 1.30
H -3.03 3.37 -0.20
H -3.97 0.87 2.95
H -5.67 2.49 3.76
F -0.30 7.90 2.93
C 0.81 7.58 2.18
C 1.63 8.64 1.90
F 1.31 9.85 2.44
C 2.81 8.49 1.15
C 3.05 7.15 0.80
C 2.23 6.11 1.12
F 2.65 4.86 0.74
C 1.03 6.28 1.76
C 0.10 5.16 2.01
C 0.40 3.85 1.69
N 0.49 2.70 1.45
C -1.18 5.37 2.54
N -2.29 5.44 2.92
F 4.20 6.80 0.14
C 3.76 9.58 0.92
C 3.60 10.87 1.46
N 3.69 11.94 1.88
C 4.90 9.40 0.13
N 5.89 9.33 -0.48

***

105
Properties=species:S:1:pos:R:3 method="wB97M-V/def2-TZVPD" total_energy_ha=-5332.570526 homo_ha=-0.574 e_above_lowest_ev=0.363 orbital_gap_ha=0.23532 mol_weight_g_mol=1044.80 total_charge=+3
Os -0.63 -0.07 1.02
O -2.30 0.56 -0.04
S -1.16 1.01 -1.02
C -1.10 2.73 -1.00
C -2.16 3.48 -1.47
C -2.12 4.88 -1.48
C -0.96 5.49 -1.05
C -0.60 6.94 -0.98
C 0.88 6.96 -0.52
C 1.21 5.53 -0.22
C 2.33 4.93 0.28
C 2.30 3.54 0.49
C 1.23 2.71 0.17
P 1.49 1.00 0.76
C 2.23 1.22 2.40
C 1.40 1.68 3.43
C 1.93 1.98 4.67
C 3.29 1.85 4.89
C 4.13 1.43 3.87
C 3.60 1.12 2.62
C 2.67 0.26 -0.37
C 3.55 -0.74 0.01
C 4.49 -1.22 -0.89
C 4.52 -0.73 -2.19
C 3.61 0.24 -2.59
C 2.69 0.75 -1.68
C 0.09 3.31 -0.44
C 0.11 4.71 -0.56
C -1.33 0.31 -2.59
C -1.55 1.16 -3.68
C -1.75 0.68 -4.97
C -1.75 -0.69 -5.15
C -2.02 -1.50 -6.38
C -1.80 -2.97 -5.94
C -1.53 -2.89 -4.47
C -1.32 -3.87 -3.53
C -1.01 -3.47 -2.23
C -0.93 -2.14 -1.79
P -0.35 -2.08 -0.06
C -1.54 -3.19 0.75
C -1.18 -4.30 1.50
C -2.17 -5.12 2.03
C -3.51 -4.84 1.81
C -3.87 -3.73 1.05
C -2.89 -2.91 0.53
C 1.26 -2.86 0.01
C 1.92 -3.32 -1.12
C 3.07 -4.09 -0.99
C 3.56 -4.40 0.28
C 2.92 -3.92 1.41
C 1.77 -3.14 1.28
C -1.22 -1.11 -2.74
C -1.49 -1.54 -4.06
H -3.05 2.98 -1.83
H -2.98 5.44 -1.83
H -1.25 7.44 -0.26
H -0.75 7.44 -1.93
H 1.05 7.60 0.34
H 1.53 7.33 -1.32
H 3.21 5.49 0.55
H 3.18 3.10 0.95
H 0.34 1.83 3.25
H 1.28 2.34 5.46
H 3.71 2.09 5.86
H 5.19 1.35 4.03
H 4.27 0.83 1.83
H 3.53 -1.14 1.02
H 5.20 -1.97 -0.58
H 5.26 -1.09 -2.89
H 3.64 0.63 -3.60
H 2.03 1.54 -1.99
H -1.57 2.23 -3.51
H -1.91 1.37 -5.78
H -1.37 -1.21 -7.20
H -3.04 -1.33 -6.71
H -0.95 -3.42 -6.45
H -2.67 -3.60 -6.15
H -1.36 -4.92 -3.77
H -0.83 -4.26 -1.50
H -0.14 -4.56 1.66
H -1.89 -6.00 2.61
H -4.27 -5.49 2.21
H -4.91 -3.52 0.86
H -3.18 -2.06 -0.09
H 1.54 -3.10 -2.11
H 3.58 -4.45 -1.87
H 4.44 -5.02 0.38
H 3.30 -4.15 2.40
H 1.28 -2.76 2.17
C -2.20 2.08 2.89
Ge -2.48 0.20 3.42
C -4.12 -0.52 2.66
C -2.30 -0.12 5.33
C -0.68 -0.86 2.79
H -3.19 2.50 2.69
H -1.61 2.24 1.99
H -1.74 2.65 3.70
H -4.93 0.04 3.13
H -4.25 -1.57 2.91
H -4.19 -0.38 1.59
H -3.11 0.39 5.84
H -1.35 0.25 5.72
H -2.38 -1.19 5.55
H -0.83 -1.93 2.94
H -0.09 -0.39 3.59

***

109
Properties=species:S:1:pos:R:3 method="wB97M-V/def2-TZVPD" total_energy_ha=-4005.097735 homo_ha=-0.381 e_above_lowest_ev=0.000 orbital_gap_ha=0.27998 mol_weight_g_mol=1087.79 total_charge=+1
Al 1.00 0.75 1.31
I 0.84 -3.55 7.47
C 1.15 -2.19 5.92
C 2.33 -1.46 5.87
C 2.53 -0.57 4.83
I 4.30 0.54 4.75
C 1.58 -0.38 3.84
O 1.79 0.50 2.85
C 0.39 -1.12 3.90
C -0.67 -0.95 2.85
N -0.10 -0.89 1.48
C 0.72 -2.08 1.15
C 1.90 -1.69 0.30
C 2.77 -2.64 -0.21
C 3.80 -2.22 -1.03
C 3.93 -0.88 -1.34
C 3.04 0.02 -0.78
N 2.05 -0.39 0.04
C 0.19 -2.03 4.94
H 3.09 -1.59 6.63
H -1.39 -1.77 2.92
H -1.23 -0.01 2.99
H -0.87 -0.82 0.80
H 1.07 -2.55 2.07
H 0.11 -2.81 0.61
H 2.63 -3.69 0.04
H 4.50 -2.95 -1.43
H 4.71 -0.51 -1.98
H 3.11 1.08 -0.97
H -0.72 -2.61 4.97
C -3.89 -0.17 -1.98
C -3.45 -1.63 -1.88
P -1.67 -1.93 -1.52
C -0.85 -1.65 -3.13
C -1.51 -1.18 -4.27
C -0.79 -0.88 -5.42
C 0.58 -1.05 -5.46
C 1.24 -1.53 -4.33
C 0.53 -1.82 -3.18
C -1.67 -3.75 -1.37
C -2.07 -4.28 -0.14
C -2.10 -5.65 0.07
C -1.70 -6.51 -0.94
C -1.29 -6.00 -2.16
C -1.28 -4.63 -2.38
C -4.00 0.63 -0.68
P -2.42 1.20 0.11
C -1.64 2.10 -1.29
C -2.10 3.32 -1.78
C -1.42 3.96 -2.81
C -0.29 3.38 -3.37
C 0.17 2.16 -2.89
C -0.50 1.54 -1.85
C -3.01 2.52 1.23
C -4.13 3.33 1.03
C -4.48 4.30 1.95
C -3.71 4.49 3.09
C -2.59 3.70 3.31
C -2.26 2.72 2.39
H -4.88 -0.17 -2.44
H -3.24 0.38 -2.67
H -3.71 -2.16 -2.79
H -4.00 -2.13 -1.07
H -2.58 -1.06 -4.28
H -1.32 -0.52 -6.30
H 1.14 -0.82 -6.36
H 2.32 -1.68 -4.36
H 1.06 -2.19 -2.31
H -2.38 -3.61 0.66
H -2.43 -6.05 1.02
H -1.71 -7.58 -0.78
H -0.98 -6.67 -2.96
H -0.96 -4.24 -3.34
H -4.55 0.06 0.08
H -4.59 1.52 -0.90
H -2.97 3.80 -1.34
H -1.78 4.91 -3.18
H 0.23 3.88 -4.17
H 1.05 1.70 -3.32
H -0.13 0.59 -1.48
H -4.75 3.21 0.15
H -5.35 4.92 1.78
H -3.98 5.25 3.81
H -1.98 3.84 4.19
H -1.38 2.11 2.57
C 5.45 2.91 -0.75
C 4.43 3.43 -1.55
C 3.15 3.57 -1.03
C 2.86 3.20 0.28
C 3.90 2.70 1.07
C 5.18 2.56 0.56
Si 1.09 3.16 0.92
C 0.84 4.16 2.48
C 1.27 3.72 3.74
C 1.08 4.51 4.86
C 0.46 5.75 4.75
C 0.04 6.20 3.51
C 0.23 5.41 2.38
H 6.45 2.81 -1.15
H 4.64 3.73 -2.57
H 2.36 3.97 -1.66
H 3.71 2.40 2.10
H 5.97 2.17 1.19
H 0.24 3.76 -0.13
H 1.75 2.76 3.84
H 1.41 4.16 5.83
H 0.32 6.36 5.63
H -0.44 7.16 3.41
H -0.12 5.76 1.42